Molecular formula: C4H4O
Method: DFT, ωB97M-V/def2-TZVPD

CARTESIAN COORDINATES (ANGSTROEM)
C (1.277, -0.712, 0.578)
C (0.126, 0.157, 0.670)
C (-0.501, 0.860, -0.110)
C (-1.628, 0.882, -0.901)
O (-1.993, 1.296, -1.979)
H (1.411, -0.856, -0.504)
H (1.109, -1.670, 1.061)
H (2.144, -0.211, 0.991)
H (-1.945, 0.254, 0.194)

Output
Multiplicity ... 1
Calculated total energy ... -229.86375 a.u.
Total charge ... 0
Frontier orbital gap ... 0.3100 hartree
ΔE to the lowest compared entry with this formula, charge and spin ... 103.0 kcal per mole
E_HOMO ... -0.325 hartree
SMILES ... CC#CC=O

How is the electron density shared among the atoms? According to Mulliken, the charges in e are:
1 C -0.823
2 C 0.029
3 C -0.021
4 C 0.244
5 O -0.478
6 H 0.277
7 H 0.297
8 H 0.278
9 H 0.195